Formula: C2H9O2
Source: OMol25
Level of theory: ωB97M-V/def2-TZVPD

```
13
Properties=species:S:1:pos:R:3
H -0.91 0.43 0.21
C 1.69 -0.10 -0.92
H 1.99 -0.22 1.23
O -2.43 -0.04 -0.29
H -2.92 -0.86 -0.08
H 0.82 -1.33 0.58
H 2.17 -1.00 -1.34
H 2.27 0.75 -0.98
O 0.03 0.45 0.81
H 0.29 1.30 1.08
H 0.86 0.22 -1.51
H -3.08 0.48 -0.93
C 1.26 -0.41 0.52
```

The calculation puts the LUMO energy at -3.710 eV. The calculation puts the energy above the lowest of the compared OMol25 structures with the same formula, charge and spin at 19.9 kcal per mole. The charge is +1. As for the frontier orbital gap: 0.4920 hartree.

Charges computed using natural (NBO), reported in e: 0.60 -0.65 0.22 -0.98 0.52 0.21 0.26 0.23 -0.67 0.53 0.22 0.53 -0.02